ORCA calculation (wB97M-V/def2-TZVPD) on a cluster of 2 separate species, C3H9S3 in total.

ORCA input file:
```
! wB97M-V def2-TZVPD RIJCOSX def2/J DEFGRID3
* xyz -1 1
C 2.6941 -0.0964 0.6339
C 1.1962 0.2922 0.5147
S 0.1656 -1.1818 0.6804
H 2.9217 -0.9599 0.0010
H 2.8614 -0.4207 1.6610
H 3.3355 0.7724 0.3647
H 1.0233 0.8435 -0.4255
H 0.9480 0.9153 1.3878
C -2.2432 -0.2876 -1.5301
S -3.2739 0.6632 -0.3383
S -1.9958 1.0912 1.2435
H -1.4366 0.3080 -2.0186
H -2.9500 -0.6206 -2.3149
H -1.8750 -1.1725 -1.0252
H -1.3711 -0.1463 1.1656
*
```

HOMO level   -3.0 eV
Lowest unoccupied orbital energy   3.411 eV
Kohn-Sham gap   6.362 eV
Calculated total energy   -35763.5333 eV

---

ORCA calculation (wB97M-V/def2-TZVPD) on a structure of composition C3HAgO2.

ORCA input file:
```
! wB97M-V def2-TZVPD RIJCOSX def2/J DEFGRID3
* xyz 1 2
C 1.0794 0.0355 -0.1524
O 0.4965 -1.0392 -0.0194
O 0.2122 1.1276 -0.0701
C -1.0967 0.8263 0.0957
C -1.6089 -0.3145 0.2056
H -2.2810 -1.1165 -0.0554
Ag 3.1986 0.4807 -0.0040
*
```

HOMO level (spin up / spin down)   -15.4 / -14.9 eV
Lowest unoccupied orbital energy (spin up / spin down)   -5.569 / -8.518 eV
Kohn-Sham gap (spin up / spin down)   9.812 / 6.415 eV
Calculated total energy   -11207.1263 eV
Expectation value of S²   0.790

---

ORCA calculation (wB97M-V/def2-TZVPD) on a cluster of 2 separate species, C3HBr in total.

ORCA input file:
```
! wB97M-V def2-TZVPD RIJCOSX def2/J DEFGRID3
* xyz 0 1
C 1.4212 -1.3224 0.2337
C 0.1186 -1.4628 0.0969
C -1.0732 -0.9521 -0.0455
Br -0.8253 2.1436 0.1735
H 0.3587 1.5937 -0.4585
*
```

HOMO level   -10.8 eV
Lowest unoccupied orbital energy   -2.188 eV
Kohn-Sham gap   8.618 eV
Calculated total energy   -73162.0838 eV

---

ORCA calculation (wB97M-V/def2-TZVPD) on a cluster of 3 separate species, C3HBrClO3 in total.

ORCA input file:
```
! wB97M-V def2-TZVPD RIJCOSX def2/J DEFGRID3
* xyz -1 1
C 3.3717 -0.8722 2.2367
C -1.6719 1.1925 -1.4988
C 0.2484 -0.4561 0.4233
O -1.3223 2.1404 -0.9617
O 2.6875 -1.6248 1.8044
O -2.2282 0.4632 -2.1799
Cl 0.5873 -0.6432 -1.3442
Br -1.7513 -0.7847 0.7684
H 0.0789 0.5848 0.7516
*
```

HOMO level   -2.7 eV
Lowest unoccupied orbital energy   3.600 eV
Kohn-Sham gap   6.333 eV
Calculated total energy   -91834.4308 eV

---

ORCA calculation (wB97M-V/def2-TZVPD) on the ion C3HBrNO3 with charge -1.

ORCA input file:
```
! wB97M-V def2-TZVPD RIJCOSX def2/J DEFGRID3
* xyz -1 1
C 1.2739 -0.0546 -0.4879
C -0.6167 1.2426 -0.0490
C 0.6174 -1.1487 -0.0469
N -1.3851 0.2042 0.0341
O -0.8084 2.4402 -0.1827
O 1.0106 -2.3003 0.0300
O -0.8235 -1.0824 -0.1014
Br 2.9183 0.4925 0.2218
H -2.1866 0.2065 0.5820
*
```

HOMO level   -3.3 eV
Lowest unoccupied orbital energy   3.516 eV
Kohn-Sham gap   6.853 eV
Calculated total energy   -80798.8143 eV

---

ORCA calculation (wB97M-V/def2-TZVPD) on the molecule C3HCl2FOS.

ORCA input file:
```
! wB97M-V def2-TZVPD RIJCOSX def2/J DEFGRID3
* xyz 0 1
O -1.9842 1.0719 0.0362
C -1.2392 0.0125 -0.0754
S -1.9326 -1.4984 -0.3289
C 0.2374 0.0707 0.0193
Cl 0.6703 1.8340 -0.1693
C 1.3139 -0.7541 -0.0723
F 1.2339 -2.0988 0.2501
Cl 2.9965 -0.4459 -0.2529
H -1.2959 1.8080 0.5932
*
```

SMILES   OC(=S)/C(Cl)=C(\F)Cl
HOMO level   -9.0 eV
Lowest unoccupied orbital energy   -1.109 eV
Kohn-Sham gap   7.869 eV
Calculated total energy   -43769.7402 eV

---

ORCA calculation (wB97M-V/def2-TZVPD) on the molecule C3HCl2NO.

ORCA input file:
```
! wB97M-V def2-TZVPD RIJCOSX def2/J DEFGRID3
* xyz 0 1
N -2.5930 0.6882 -0.6325
C -1.5904 0.4240 -0.1899
C -0.3082 0.3183 0.5660
O -0.2210 0.8421 1.6898
C 0.8019 -0.3217 -0.2745
Cl 2.5038 0.1657 0.1603
Cl 0.5998 -2.1645 -0.0533
H 0.8071 0.0478 -1.2659
*
```

SMILES   N#CC(=O)C(Cl)Cl
HOMO level   -11.8 eV
Lowest unoccupied orbital energy   -1.483 eV
Kohn-Sham gap   10.317 eV
Calculated total energy   -31707.8904 eV

---

ORCA calculation (wB97M-V/def2-TZVPD) on the molecule C3HCl2NS.

ORCA input file:
```
! wB97M-V def2-TZVPD RIJCOSX def2/J DEFGRID3
* xyz 0 3
C 1.3417 0.2004 -0.6617
C -1.0934 -0.4229 -0.1489
C 0.5198 0.0321 0.4980
N 1.8163 0.4151 -1.7058
S -1.2017 -1.4382 -1.3305
Cl -2.3138 0.4115 0.7190
Cl 0.2624 1.6037 1.2842
H 0.6688 -0.8016 1.3458
*
```

HOMO level (spin up / spin down)   -7.4 / -10.8 eV
Lowest unoccupied orbital energy (spin up / spin down)   0.387 / -3.483 eV
Kohn-Sham gap (spin up / spin down)   7.764 / 7.362 eV
Calculated total energy   -40492.5341 eV
Expectation value of S²   2.006

---

ORCA calculation (wB97M-V/def2-TZVPD) on a cluster of 2 separate species, C3HClF5NO in total.

ORCA input file:
```
! wB97M-V def2-TZVPD RIJCOSX def2/J DEFGRID3
* xyz 0 1
C -0.3938 0.1425 -0.2665
C -0.7575 -1.1030 0.5199
C 1.8279 0.6683 -0.2258
N -1.2549 1.2282 -0.2552
O -0.8957 0.4908 -1.4288
F -0.9857 -0.8123 1.8349
F -1.8927 -1.6002 0.1345
F 0.2268 -2.0798 0.4363
F 1.7534 1.6654 -1.1016
F 2.2505 -0.4062 -0.9348
Cl 2.3798 0.8870 1.3407
H -2.2581 0.9195 -0.0536
*
```

HOMO level   -9.6 eV
Lowest unoccupied orbital energy   0.011 eV
Kohn-Sham gap   9.644 eV
Calculated total energy   -32769.4432 eV

---

ORCA calculation (wB97M-V/def2-TZVPD) on a cluster of 2 separate species, C3HClO2 in total.

ORCA input file:
```
! wB97M-V def2-TZVPD RIJCOSX def2/J DEFGRID3
* xyz 0 1
C -1.0956 0.2599 0.2287
C -0.5296 -0.8542 0.5242
C 2.0365 0.5725 -0.5553
O 1.6739 -0.2172 -1.3027
O 0.0318 -1.8042 0.9253
Cl -0.1386 1.7769 0.4624
H -1.9785 0.2664 -0.2827
*
```

HOMO level   -9.6 eV
Lowest unoccupied orbital energy   -0.423 eV
Kohn-Sham gap   9.181 eV
Calculated total energy   -19742.3759 eV

---

ORCA calculation (wB97M-V/def2-TZVPD) on a cluster of 2 separate species, C3HF in total.

ORCA input file:
```
! wB97M-V def2-TZVPD RIJCOSX def2/J DEFGRID3
* xyz 0 1
C -1.2284 -0.0803 0.4943
C -1.8878 -0.0373 -0.5100
C 1.0596 0.0956 -0.4763
F 1.3148 0.8269 0.5026
H 0.7418 -0.8049 -0.0105
*
```

HOMO level (spin up / spin down)   -9.8 / -10.8 eV
Lowest unoccupied orbital energy (spin up / spin down)   -4.036 / -2.895 eV
Kohn-Sham gap (spin up / spin down)   5.811 / 7.901 eV
Calculated total energy   -5831.9845 eV

---

ORCA calculation (wB97M-V/def2-TZVPD) on a cluster of 2 separate species, C3HF3N2O3 in total.

ORCA input file:
```
! wB97M-V def2-TZVPD RIJCOSX def2/J DEFGRID3
* xyz 0 1
C 1.1638 0.0699 -1.6958
C 0.7592 -0.4838 -0.4600
C 1.4697 -1.8193 -0.0567
N 1.5093 0.5966 -2.6551
N 2.9460 1.6166 0.9883
O 2.4440 2.6821 0.9167
O 2.5543 0.5388 0.6059
O -0.4303 -0.3208 -0.0558
F 1.8887 -1.8400 1.2286
F 0.5659 -2.7856 -0.1993
F 2.5123 -1.9680 -0.8409
H -1.0838 -0.0828 -0.7358
*
```

HOMO level (spin up / spin down)   -10.8 / -8.9 eV
Lowest unoccupied orbital energy (spin up / spin down)   -1.042 / -2.073 eV
Kohn-Sham gap (spin up / spin down)   9.711 / 6.853 eV
Calculated total energy   -20396.5075 eV

---

ORCA calculation (wB97M-V/def2-TZVPD) on a structure of composition C3HF3O.

ORCA input file:
```
! wB97M-V def2-TZVPD RIJCOSX def2/J DEFGRID3
* xyz 0 1
C 0.7322 -0.3286 1.3938
C 1.7439 -0.9707 0.4122
C 0.4502 0.5343 0.1145
O 1.5902 -0.0603 -0.5559
F 0.0510 -0.9021 2.3715
F 2.6338 -1.9218 0.3907
F 0.4327 1.8310 0.1374
H -0.4387 0.1815 -0.6469
*
```

HOMO level   -8.8 eV
Lowest unoccupied orbital energy   0.419 eV
Kohn-Sham gap   9.240 eV
Calculated total energy   -13323.0249 eV

---

ORCA calculation (wB97M-V/def2-TZVPD) on the molecule C3HF3O2.

ORCA input file:
```
! wB97M-V def2-TZVPD RIJCOSX def2/J DEFGRID3
* xyz 0 3
C -0.2712 -0.3522 0.0449
C -1.7474 0.3487 -0.8028
C 1.4732 0.0406 0.5607
O -0.5446 -1.4503 0.4117
O -1.7767 1.3739 -1.4270
F 2.1860 -0.2986 -0.4798
F 1.5791 1.4099 0.8983
F 1.7298 -0.7596 1.5392
H -2.6283 -0.3123 -0.7450
*
```

HOMO level (spin up / spin down)   -6.9 / -11.3 eV
Lowest unoccupied orbital energy (spin up / spin down)   0.455 / -3.208 eV
Kohn-Sham gap (spin up / spin down)   7.400 / 8.116 eV
Calculated total energy   -15368.9433 eV
Expectation value of S²   2.021

---

ORCA calculation (wB97M-V/def2-TZVPD) on a cluster of 2 separate species, C3HF3S in total.

ORCA input file:
```
! wB97M-V def2-TZVPD RIJCOSX def2/J DEFGRID3
* xyz 0 1
C -2.2223 -0.7252 -0.2213
C -2.2440 -1.7443 -0.7800
C 1.6986 0.5679 0.6687
F 2.5599 0.9452 1.7775
F 2.1298 1.1363 -0.4283
F 1.6938 -0.7249 0.6104
S 0.1462 1.4044 1.1638
H 0.2479 2.2883 0.1865
*
```

HOMO level   -10.6 eV
Lowest unoccupied orbital energy   -4.410 eV
Kohn-Sham gap   6.143 eV
Calculated total energy   -22105.1011 eV

---

ORCA calculation (wB97M-V/def2-TZVPD) on the molecule C3HF3S.

ORCA input file:
```
! wB97M-V def2-TZVPD RIJCOSX def2/J DEFGRID3
* xyz 0 1
F 0.3379 2.0457 0.2784
C -0.0276 0.8413 0.6613
F -1.3753 0.9886 1.0616
F 0.6679 0.6434 1.8077
C 0.1993 -0.2213 -0.4773
C -0.0758 -1.5042 -0.7293
S -0.2201 -2.9490 -1.1586
H 0.4937 0.1556 -1.4438
*
```

SMILES   FC(F)(F)C=C=S
HOMO level   -9.4 eV
Lowest unoccupied orbital energy   -0.767 eV
Kohn-Sham gap   8.640 eV
Calculated total energy   -22113.2810 eV

---

ORCA calculation (wB97M-V/def2-TZVPD) on a cluster of 2 separate species, C3HF5NO in total.

ORCA input file:
```
! wB97M-V def2-TZVPD RIJCOSX def2/J DEFGRID3
* xyz -1 3
C -1.3306 0.4115 -1.1078
C -2.4654 0.0484 -0.1440
C 2.2753 -0.0118 0.0445
N -1.1076 -0.2097 0.0250
O -0.3519 -0.7944 0.8935
F -2.9942 1.0762 0.5872
F -3.5007 -0.8711 -0.2424
F 2.6453 -0.1102 -1.2353
F 2.2538 1.3078 0.1848
F 3.3713 -0.4599 0.7943
H 1.2047 -0.3868 0.2003
*
```

HOMO level (spin up / spin down)   -0.8 / -4.4 eV
Lowest unoccupied orbital energy (spin up / spin down)   4.095 / 2.338 eV
Kohn-Sham gap (spin up / spin down)   4.849 / 6.778 eV
Calculated total energy   -20245.6279 eV
Expectation value of S²   2.009

---

ORCA calculation (wB97M-V/def2-TZVPD) on a structure of composition C3HF6NO2.

ORCA input file:
```
! wB97M-V def2-TZVPD RIJCOSX def2/J DEFGRID3
* xyz 0 1
C 0.5884 -0.6403 -0.0383
C -1.0368 0.4433 0.4639
C 1.8175 0.3129 -0.0848
N -2.0532 -0.2436 -0.3024
O -2.1806 -1.4265 0.0246
O -2.6024 0.3055 -1.1989
F 0.1177 -1.0057 -1.2651
F -0.8872 1.7671 0.1500
F -1.2414 0.3331 1.7937
F 2.9746 -0.4146 -0.0778
F 1.8758 0.9982 1.0719
F 1.8580 1.0885 -1.0855
H 0.7694 -1.5178 0.5486
*
```

HOMO level   -11.8 eV
Lowest unoccupied orbital energy   -1.269 eV
Kohn-Sham gap   10.564 eV
Calculated total energy   -25012.4499 eV

---

ORCA calculation (wB97M-V/def2-TZVPD) on a structure of composition C3HF6P.

ORCA input file:
```
! wB97M-V def2-TZVPD RIJCOSX def2/J DEFGRID3
* xyz 0 3
C -0.7616 0.7323 -0.0827
C -2.0228 0.3851 0.0229
C 0.4942 -0.7256 0.0793
F -0.0507 1.8507 -0.4090
F -3.0039 1.2111 0.1291
F -2.4350 -0.8269 0.2254
F -0.0318 -1.7637 -0.5112
F 0.6113 -0.9852 1.4158
F 3.2114 -0.7714 0.0082
P 2.0221 -0.0659 -0.8248
H 1.9666 0.9597 -0.0529
*
```

HOMO level (spin up / spin down)   -5.3 / -9.8 eV
Lowest unoccupied orbital energy (spin up / spin down)   0.482 / -4.210 eV
Kohn-Sham gap (spin up / spin down)   5.784 / 5.629 eV
Calculated total energy   -28712.6399 eV
Expectation value of S²   2.006

---

ORCA calculation (wB97M-V/def2-TZVPD) on a cluster of 2 separate species, C3HFN2O2 in total.

ORCA input file:
```
! wB97M-V def2-TZVPD RIJCOSX def2/J DEFGRID3
* xyz 0 1
N 2.5792 -1.4703 0.3406
C 2.0831 -0.4452 0.2321
N 1.5883 0.7540 0.1244
C 0.6740 1.4684 -0.1663
O -0.1246 2.2701 -0.3795
O -0.6400 -1.1774 0.3032
C -1.6442 -0.6363 0.0320
F -2.3639 -0.9476 -1.0498
H -2.1521 0.1843 0.5633
*
```

SMILES   N#CN=C=O.O=CF
HOMO level   -11.2 eV
Lowest unoccupied orbital energy   0.364 eV
Kohn-Sham gap   11.594 eV
Calculated total energy   -12918.6630 eV